(1)
Formula: C7H7BBrFO
Source: OMol25
Level of theory: wB97M-V/def2-TZVPD

* structure (SMILES): COC1=C(Br)C=C(F)C=CB1
* DFT total energy: -3044.8009 Ha
* HOMO-LUMO gap: 7.95 eV
* ΔE to the lowest compared entry with this formula, charge and spin: 0.0 kcal/mol

Last column: natural (NBO) charge in e.
Atoms and positions in Å:
C1 -2.5655 -1.6356 -0.1742  -0.24
O1 -1.7518 -1.2081 0.8916  -0.48
C2 -0.7279 -0.4818 0.5503  0.05
C3 -0.2113 0.3709 1.4667  -0.09
Br1 -1.0779 0.4532 3.1125  0.10
C4 0.9479 1.1924 1.2449  -0.29
C5 1.8835 1.5641 0.2753  0.40
F1 2.7198 2.5116 0.7252  -0.34
C6 2.2416 1.1175 -1.0016  -0.21
C7 1.3247 0.1488 -1.3853  -0.44
B1 0.0773 -0.5674 -0.7883  0.31
H1 -2.2535 -2.7238 -0.3685  0.18
H2 -2.4062 -0.9476 -1.0456  0.20
H3 -3.5375 -1.6524 0.1518  0.19
H4 1.1962 1.8428 2.0861  0.25
H5 3.1051 1.4372 -1.6259  0.25
H6 1.5465 -0.3433 -2.3569  0.21
H7 -0.5110 -1.0783 -1.7580  -0.05

***

(2)
Formula: C2H6O2S
Source: OMol25
Level of theory: wB97M-V/def2-TZVPD

* DFT total energy: -628.2571 Ha
* HOMO-LUMO gap (alpha / beta): 8.45 / 8.44 eV
* ΔE to the lowest compared entry with this formula, charge and spin: 133.1 kcal/mol

Last column: natural (NBO) charge in e.
Atoms and positions in Å:
C1 2.3230 -0.7438 -0.1191  -0.88
C2 -1.9453 0.1705 -0.3259  -0.27
O1 1.0842 1.5881 0.0474  -0.88
O2 -0.9771 -0.6682 0.2397  -0.69
S1 0.9478 0.1962 -0.2532  1.65
H1 1.9692 -1.6992 0.2868  0.24
H2 2.9821 -0.1236 0.5815  0.25
H3 -1.7718 0.2387 -1.5101  0.13
H4 -1.8235 1.1401 0.1304  0.19
H5 -2.8195 -0.3631 -0.3614  0.21
H6 0.4254 0.2324 -1.5254  0.05

***

(3)
Formula: C4H6O2
Source: OMol25
Level of theory: wB97M-V/def2-TZVPD

* DFT total energy: -306.3221 Ha
* multiplicity: 3
* HOMO-LUMO gap (alpha / beta): 6.26 / 10.66 eV
* ΔE to the lowest compared entry with this formula, charge and spin: 0.0 kcal/mol

Last column: natural (NBO) charge in e.
Atoms and positions in Å:
C1 0.9593 -0.1205 -0.2104  0.37
C2 -1.0826 0.1417 0.2326  0.56
C3 1.6978 1.1422 -0.0417  -0.73
C4 -1.6593 -1.1908 0.1344  -0.76
O1 1.2085 -1.2630 -0.4739  -0.51
O2 -1.4101 1.2112 0.5674  -0.46
H1 1.8060 1.4878 -1.1036  0.23
H2 0.9124 1.9130 0.3326  0.26
H3 2.6793 1.1202 0.5260  0.24
H4 -2.6832 -1.1895 0.5693  0.26
H5 -0.9201 -1.9244 0.4102  0.28
H6 -1.5079 -1.3281 -0.9430  0.27

***

(4)
Formula: C12H16N4O
Source: OMol25
Level of theory: wB97M-V/def2-TZVPD

* structure (SMILES): O=C(NN=C1CCCC1)c1n[nH]c2c1CCC2
* DFT total energy: -761.0965 Ha
* HOMO-LUMO gap: 9.34 eV
* ΔE to the lowest compared entry with this formula, charge and spin: 22.1 kcal/mol

Last column: natural (NBO) charge in e.
Atoms and positions in Å:
O1 -0.6986 -3.3366 -0.1103  -0.58
C1 -0.3020 -2.1969 -0.2464  0.63
N1 0.7387 -1.9294 -1.0862  -0.46
N2 1.3646 -0.7390 -1.3842  -0.28
C2 1.8404 0.0019 -0.4735  0.32
C3 2.5306 1.2865 -0.8395  -0.46
C4 2.8605 1.9402 0.5029  -0.40
C5 3.0372 0.7494 1.4450  -0.39
C6 1.9228 -0.2034 1.0127  -0.51
C7 -0.9605 -1.0105 0.3418  0.02
N3 -1.3265 -0.9383 1.6199  -0.23
N4 -1.9581 0.2300 1.7788  -0.32
C8 -2.0130 0.9113 0.6213  0.14
C9 -1.3775 0.1511 -0.3343  -0.11
C10 -1.4349 0.8132 -1.6686  -0.42
C11 -1.8806 2.2506 -1.2965  -0.37
C12 -2.5602 2.1874 0.0961  -0.43
H1 1.0019 -2.6781 -1.7161  0.40
H2 3.4414 1.0498 -1.3934  0.23
H3 1.9090 1.9072 -1.4833  0.23
H4 2.0200 2.5515 0.8368  0.20
H5 3.7457 2.5719 0.4533  0.21
H6 4.0112 0.2860 1.2792  0.20
H7 2.9633 1.0290 2.4946  0.21
H8 0.9832 0.0845 1.4870  0.24
H9 2.1063 -1.2495 1.2622  0.24
H10 -2.3239 0.4710 2.6863  0.41
H11 -0.4814 0.7995 -2.1963  0.23
H12 -2.1776 0.3205 -2.3012  0.21
H13 -2.5442 2.6747 -2.0480  0.21
H14 -0.9989 2.8895 -1.2297  0.20
H15 -2.3162 3.0537 0.7124  0.22
H16 -3.6484 2.1310 0.0062  0.22

***

(5)
Formula: C14H20BrF6N2O4
Source: OMol25
Level of theory: wB97M-V/def2-TZVPD

* DFT total energy: -4128.8650 Ha
* net charge: +1
* HOMO-LUMO gap: 9.17 eV
* ΔE to the lowest compared entry with this formula, charge and spin: 43.1 kcal/mol

Last column: natural (NBO) charge in e.
Atoms and positions in Å:
Br1 0.6242 -1.2322 1.7287  -0.02
C1 0.1843 0.7169 1.7503  -0.46
C2 -0.3087 1.2985 0.3314  -0.42
C3 -1.5256 0.4947 -0.3409  -0.46
C4 -2.8780 0.7001 0.5179  0.19
C5 -3.6114 2.0199 0.8455  -0.07
N1 -4.7814 1.7684 1.6789  -0.49
C6 -4.8268 0.3471 1.8814  0.23
N2 -3.7232 -0.2892 1.1805  -0.50
H1 1.1826 1.2538 1.9878  0.27
H2 -0.5167 0.9710 2.6305  0.22
H3 -0.5972 2.4015 0.5058  0.23
H4 0.5838 1.3104 -0.3878  0.25
H5 -1.6367 0.9076 -1.4153  0.27
H6 -1.2344 -0.6125 -0.3874  0.25
H7 -3.2896 3.0550 0.4813  0.28
H8 -5.4479 2.4722 2.0457  0.48
H9 -5.6237 -0.1944 2.4890  0.27
H10 -3.5950 -1.3112 1.1892  0.47
C7 5.5782 2.9218 -0.3938  -0.64
C8 5.1504 3.7787 0.7823  -0.08
O1 4.0391 4.6171 0.4226  -0.46
C9 2.8250 4.0343 0.4524  0.70
O2 2.6318 2.8805 0.7509  -0.57
C10 1.7392 5.0477 0.0988  0.90
F1 2.0614 5.7984 -0.9737  -0.30
F2 1.5071 5.9083 1.1120  -0.30
F3 0.5554 4.4648 -0.1874  -0.32
H11 5.7900 3.5456 -1.2658  0.22
H12 6.4711 2.3445 -0.1455  0.23
H13 4.7865 2.2265 -0.6843  0.22
H14 5.9676 4.4443 1.0686  0.21
H15 4.9101 3.1702 1.6584  0.20
C11 -0.1238 -4.2094 0.1783  -0.64
C12 -0.9646 -3.7630 -1.0021  -0.07
O3 -0.7967 -4.6551 -2.1117  -0.48
C13 -1.5257 -5.7935 -2.0692  0.69
O4 -2.2764 -6.0827 -1.1733  -0.53
C14 -1.2911 -6.6246 -3.3279  0.90
F4 0.0161 -6.7134 -3.6528  -0.30
F5 -1.9172 -6.0956 -4.4013  -0.31
F6 -1.7389 -7.8874 -3.2071  -0.30
H16 0.9233 -4.3176 -0.1159  0.23
H17 -0.1904 -3.4858 0.9945  0.21
H18 -0.4518 -5.1829 0.5510  0.23
H19 -0.6328 -2.7768 -1.3373  0.19
H20 -2.0215 -3.6726 -0.7332  0.18

***

(6)
Formula: C40H36F6N2
Source: OMol25
Level of theory: wB97M-V/def2-TZVPD

* structure (SMILES): Fc1ccccc1.Fc1ccccc1.Fc1ccccc1.Fc1ccccc1.Fc1ccccc1.Fc1ccccc1.CC#N.CC#N
* DFT total energy: -2254.4480 Ha
* HOMO-LUMO gap: 9.53 eV
* ΔE to the lowest compared entry with this formula, charge and spin: 0.0 kcal/mol

Last column: Mulliken charge in e.
Atoms and positions in Å:
F1 0.1577 -2.7279 6.1194  -0.30
C1 1.0312 -2.3333 5.1638  0.19
C2 2.3713 -1.9692 5.5568  -0.38
C3 3.3101 -1.5998 4.5878  -0.56
C4 2.9154 -1.4629 3.2988  -0.42
C5 1.5832 -1.6362 2.8956  -0.33
C6 0.6489 -2.1258 3.8301  -0.43
H1 2.6232 -2.0761 6.6016  0.40
H2 4.2800 -1.1752 4.8009  0.34
H3 3.5902 -1.2219 2.4908  0.39
H4 1.2455 -1.4387 1.8889  0.66
H5 -0.4113 -2.1636 3.6278  0.43
F2 1.8471 -1.0191 -6.4602  -0.31
C7 2.3978 -1.9128 -5.6547  0.41
C8 3.1341 -2.9483 -6.1758  -0.53
C9 3.6301 -3.9224 -5.3503  -0.33
C10 3.4253 -3.8538 -3.9318  -0.58
C11 2.7147 -2.7019 -3.4307  0.10
C12 2.2171 -1.7726 -4.2965  -0.64
H6 3.2440 -2.9455 -7.2502  0.41
H7 4.2136 -4.7170 -5.7915  0.36
H8 3.8906 -4.5386 -3.2383  0.36
H9 2.4616 -2.6261 -2.3835  0.27
H10 1.5946 -0.9439 -3.9929  0.46
F3 -0.1381 2.5189 1.7251  -0.21
C13 -0.8220 2.4518 2.9157  0.28
C14 -0.7029 3.4390 3.8697  -0.46
C15 -1.4984 3.3347 4.9981  -0.47
C16 -2.4561 2.2803 5.1538  -0.66
C17 -2.5158 1.2794 4.1743  -0.79
C18 -1.7216 1.4150 3.0343  -0.01
H11 -0.0376 4.2548 3.6284  0.43
H12 -1.4932 4.0847 5.7752  0.38
H13 -2.8878 2.0672 6.1206  0.39
H14 -3.1339 0.4159 4.3710  0.41
H15 -1.6805 0.7072 2.2196  0.71
F4 -4.7455 3.3984 1.5933  -0.34
C19 -4.4572 2.9934 0.3249  0.12
C20 -3.9518 1.7296 0.1124  -0.07
C21 -3.6397 1.2676 -1.1339  -0.75
C22 -3.8491 2.1446 -2.2164  -0.23
C23 -4.3538 3.3980 -2.0808  -0.59
C24 -4.6121 3.8449 -0.7828  -0.51
H16 -3.7539 1.0821 0.9539  0.51
H17 -3.1759 0.2928 -1.1675  0.50
H18 -3.7346 1.6751 -3.1822  0.47
H19 -4.5860 4.0624 -2.9001  0.45
H20 -4.8755 4.8678 -0.5575  0.50
F5 -1.7485 7.9781 -2.5375  -0.31
C25 -1.2486 6.9436 -1.9254  0.10
C26 0.1193 6.8575 -1.7773  -0.34
C27 0.7062 5.8141 -1.0687  -0.71
C28 -0.1436 4.8863 -0.4410  -0.42
C29 -1.4964 4.9127 -0.5842  0.26
C30 -2.0945 5.9499 -1.3612  -0.30
H21 0.7216 7.5485 -2.3484  0.38
H22 1.7771 5.6808 -1.1113  0.38
H23 0.3156 4.0742 0.1031  0.57
H24 -1.9661 4.0412 -0.1526  0.03
H25 -3.1606 5.8852 -1.5213  0.28
F6 0.1021 -6.4676 2.2544  -0.30
C31 1.1532 -5.9277 1.6867  0.10
C32 2.3137 -6.6919 1.5177  -0.42
C33 3.3183 -6.2390 0.6427  -0.51
C34 3.2492 -4.9490 0.1354  -0.49
C35 2.1973 -4.1337 0.4321  -0.21
C36 1.1365 -4.6364 1.2146  -0.19
H26 2.5344 -7.6639 1.9336  0.38
H27 4.1046 -6.9488 0.4324  0.37
H28 4.0320 -4.5272 -0.4775  0.42
H29 2.1728 -3.1093 0.0908  0.41
H30 0.3038 -3.9898 1.4491  0.47
C37 -1.2645 -2.9382 -2.8562  -0.64
C38 -1.4751 -1.5823 -3.4084  0.46
N1 -1.5515 -0.5470 -3.9364  -0.47
H31 -0.2789 -3.0242 -2.3988  0.03
H32 -1.3360 -3.6197 -3.7039  0.34
H33 -1.9984 -3.2099 -2.0975  0.31
C39 -0.1860 1.5522 -1.4400  -0.08
C40 0.3876 0.1890 -1.1846  0.13
N2 0.7959 -0.8814 -0.9509  -0.36
H34 0.6987 2.1883 -1.4662  0.43
H35 -0.8218 1.7708 -0.5821  -0.45
H36 -0.6623 1.6420 -2.4163  0.35